Record 1
{"formula": "C5H3F2N2O4", "method": "ωB97M-V with the def2-TZVPD basis set", "charge": -1, "gap_ev": 8.57, "species": ["C", "C", "C", "C", "C", "N", "N", "O", "O", "O", "O", "F", "F", "H", "H", "H"], "xyz": [[-0.09977, -0.78963, -0.40028], [0.70488, 1.26236, 0.85467], [0.76090, -0.64544, -2.89546], [-0.59638, -1.73825, 0.43172], [-1.47533, 1.94376, 1.54266], [0.72800, 0.29588, -0.01464], [-0.43828, 1.16767, 1.75905], [0.30029, -1.00974, -3.88593], [-0.35621, -0.89229, -1.73678], [1.44807, 2.20085, 0.91777], [1.76055, -0.11170, -2.44480], [-0.43263, -1.55454, 1.75871], [-2.44959, 1.62200, 2.44242], [-0.90838, -2.69144, 0.11746], [1.49666, 0.47273, -0.89222], [-0.44279, 0.46777, 2.44565]], "mulliken_charge": [0.364, 0.486, 0.657, -0.411, -0.418, -0.152, 0.180, -0.508, -0.508, -0.603, -0.735, -0.288, -0.178, 0.446, 0.353, 0.315]}

---

Record 2
{"formula": "C5H3F3N2", "method": "ωB97M-V with the def2-TZVPD basis set", "gap_ev": 9.09, "species": ["C", "C", "C", "C", "C", "N", "N", "F", "F", "F", "H", "H", "H"], "xyz": [[-0.97171, -0.15849, 2.24780], [0.24018, 0.13743, 1.74660], [-1.27843, -0.09132, 0.10616], [0.92254, 0.51680, -0.64396], [0.89972, -0.69616, -2.87335], [-1.87463, -0.33527, 1.22765], [0.08063, 0.34211, 0.34937], [2.17980, 0.66290, -0.23705], [1.77334, 0.07712, -3.53595], [-0.21775, -0.13077, -3.22879], [-1.08123, -0.31686, 3.22738], [1.16514, 0.18832, 2.40682], [-1.83762, -0.19581, -0.79267]], "mulliken_charge": [-0.398, -0.157, -0.099, 0.059, 0.170, -0.526, 0.176, -0.172, -0.133, -0.092, 0.457, 0.331, 0.385]}

---

Record 3
{"formula": "C5H3F5O", "method": "ωB97M-V with the def2-TZVPD basis set", "gap_ev": 10.06, "species": ["C", "C", "C", "C", "C", "O", "F", "F", "F", "F", "F", "H", "H", "H"], "xyz": [[-2.45338, -1.02868, -0.41186], [-3.12883, 0.04605, -0.79505], [-1.75690, -0.60711, 0.84182], [-2.96903, 0.96439, 0.38860], [0.61887, -0.80360, 0.38096], [-0.49024, -0.26514, 1.04558], [-2.41094, -2.22258, -0.94910], [-3.86175, 0.39793, -1.82460], [-2.24997, -1.35890, 1.84665], [-2.45989, 2.16215, 0.24958], [-3.94291, 0.96371, 1.32668], [0.28602, -1.80937, -0.07642], [1.29547, -0.87811, 1.26625], [0.93225, -0.03689, -0.32914]], "mulliken_charge": [0.141, 0.062, 0.646, 0.708, -0.525, -0.395, -0.311, -0.284, -0.306, -0.241, -0.250, 0.287, 0.219, 0.249]}

---

Record 4
{"formula": "C5H3F6N2O2", "method": "ωB97M-V with the def2-TZVPD basis set", "charge": -1, "smiles": "C/N=N/C(F)(F)C(F)(F)[C@]1(F)O[C@]1([O-])F", "gap_ev": 7.78, "species": ["C", "N", "N", "C", "F", "F", "C", "F", "F", "C", "F", "O", "C", "O", "F", "H", "H", "H"], "xyz": [[0.26033, -0.69619, -0.08063], [0.90474, 0.37250, -0.81998], [0.80329, 1.42452, -0.17800], [1.20135, 2.68985, -0.71234], [1.71499, 2.67391, -1.93546], [2.21976, 3.08596, 0.17109], [0.18094, 3.84251, -0.57631], [0.98311, 4.96304, -0.79257], [-0.11178, 3.88871, 0.74464], [-0.96745, 3.87958, -1.51868], [-0.65821, 4.51642, -2.69038], [-2.13396, 4.31042, -0.99923], [-2.18960, 3.02889, -1.59157], [-2.87154, 2.68527, -2.52703], [-2.12877, 2.25005, -0.39099], [-0.53373, -1.09527, -0.56747], [1.09771, -1.42841, -0.08112], [-0.09408, -0.18870, 0.83384]], "mulliken_charge": [-0.687, -0.330, 0.052, 0.572, -0.293, -0.339, 0.752, -0.337, -0.306, 0.451, -0.331, -0.570, 0.547, -0.765, -0.325, 0.278, 0.253, 0.380]}

---

Record 5
{"formula": "C5H3HoO3", "method": "ωB97M-V with the def2-TZVPD basis set", "charge": 3, "gap_ev": [10.67, 6.68], "multiplicity": 6, "species": ["C", "C", "O", "C", "C", "O", "C", "O", "Ho", "H", "H", "H"], "xyz": [[-1.76736, -1.33961, 0.07404], [-2.82785, -2.06412, 0.08252], [-3.71621, -2.82794, -0.00202], [-1.14787, -0.02637, 0.22713], [0.15790, -0.07998, -0.49050], [0.84273, 0.94149, -0.61236], [3.89273, 1.60802, 1.64464], [3.89994, 1.87321, 0.53409], [2.83270, 1.97057, -1.65905], [-1.75501, 0.81734, -0.13078], [-0.93289, 0.13009, 1.30559], [0.52119, -1.00270, -0.97331]], "mulliken_charge": [-0.303, 0.764, -0.008, 0.096, -0.075, -0.536, 0.242, -0.173, 1.814, 0.407, 0.344, 0.428]}

---

Record 6
{"formula": "C5H3LiLuO3", "method": "ωB97M-V with the def2-TZVPD basis set", "charge": 2, "gap_ev": [3.89, 4.67], "multiplicity": 2, "species": ["O", "C", "C", "C", "H", "H", "H", "O", "C", "Li", "C", "O", "Lu"], "xyz": [[0.10492, 1.10228, 2.27841], [0.59864, 0.07442, 1.81061], [0.33742, -0.50936, 0.49870], [0.84266, -1.78789, 0.32700], [1.25530, -0.52383, 2.47420], [1.04061, -2.18198, -0.67067], [1.20220, -2.36912, 1.17768], [-0.34322, 1.58163, -0.57495], [-0.28137, 0.21192, -0.59111], [-0.75088, 2.36720, 1.20837], [-0.96657, -0.50601, -2.06770], [-1.44976, 0.15640, -2.97625], [-1.58995, 2.38434, -2.89428]], "mulliken_charge": [-0.621, 0.110, 0.433, -0.750, 0.388, 0.266, 0.308, -0.714, 0.766, 0.893, 0.244, -0.256, 0.935]}